Entry 1:
C5H13N3O2 | wB97M-V/def2-TZVPD

```
! RIJCOSX wB97M-V def2-TZVPD def2/J DEFGRID3
* xyz 1 2
C 0.33 -1.21 3.72
N 0.76 -1.73 0.17
H 0.07 -0.16 3.62
O 0.54 -0.13 -2.60
H -0.55 -1.64 4.18
H 1.80 0.13 -0.86
H -2.22 2.19 -3.42
N -0.07 0.12 1.18
H -0.25 0.69 1.99
H -0.71 2.72 -1.41
H -2.41 1.23 -2.01
H 0.35 -2.78 2.34
H 1.20 -1.15 4.37
H -1.56 0.61 -3.39
O 1.37 0.98 -0.91
C -1.68 1.50 -2.77
H 0.62 -1.45 -0.80
C 0.28 -1.14 1.23
H 0.13 2.59 -3.05
N 0.55 -1.79 2.40
C 0.53 0.91 -2.00
C -0.35 2.09 -2.21
H 1.29 -2.59 0.22
*
```

Computed properties:
DFT total energy, eV: -13952.5152
Energy relative to the best compared isomer or geometry (same formula, charge and spin), kcal/mol: 17.5
HOMO energy (spin up / spin down), eV: -14.05 / -14.03
Frontier orbital gap (spin up / spin down), eV: 10.8 / 6.4

=====

Entry 2:
C13H31AlFINO3 | wB97M-V/def2-TZVPD

```
! RIJCOSX wB97M-V def2-TZVPD def2/J DEFGRID3
* xyz -1 1
I 2.79 5.15 3.18
C -0.95 2.69 0.07
C 2.83 5.05 0.10
H -3.35 -6.46 3.17
H 2.12 2.33 -3.02
C -2.74 -2.39 0.69
H 2.71 2.15 0.78
Al 1.62 2.79 -1.53
H -1.01 3.12 -2.01
H -0.37 2.11 0.80
H 4.07 1.46 -1.51
H -0.88 3.74 0.36
O -3.61 -3.04 -0.23
F -0.69 1.16 -1.72
H -3.37 -1.72 1.27
H -0.16 -1.12 -2.08
H 4.96 2.05 0.86
H 1.25 5.40 -1.32
N 3.79 1.05 -0.63
H -2.28 -3.12 1.36
H -2.10 -0.94 -0.77
H -3.79 -7.47 1.77
H -4.87 -5.27 0.19
H -3.48 -4.41 -1.72
H -3.63 -6.38 -0.44
C 0.29 -1.68 -1.25
C 2.12 4.74 -1.22
C -0.40 2.52 -1.33
H -2.00 2.39 0.15
H 2.78 5.02 -2.05
H 1.39 3.92 1.29
H 5.83 0.92 -0.20
C 1.86 4.90 1.25
H 1.03 -2.38 -1.63
H 0.78 -0.95 -0.60
H 3.26 6.06 0.14
C -3.16 -4.30 -0.68
C 4.88 1.09 0.31
H 3.67 4.36 0.26
H 1.84 0.78 0.14
H 1.08 5.67 1.25
H -1.22 -0.89 0.75
H -2.07 -4.37 -0.64
O -3.21 -5.51 1.39
C -1.67 -1.57 0.01
H 4.77 0.31 1.08
C -3.78 -5.44 0.10
C 2.51 1.60 -0.16
O -0.68 -2.42 -0.54
H -4.91 -6.22 2.34
C -3.85 -6.46 2.20
*
```

Computed properties:
DFT total energy, eV: -39031.1023
HOMO energy, eV: -4.64
Frontier orbital gap, eV: 7.2

=====

Entry 3:
C5H7NS2 | wB97M-V/def2-TZVPD

```
! RIJCOSX wB97M-V def2-TZVPD def2/J DEFGRID3
* xyz 0 1
H -3.12 -0.01 1.46
C -2.49 -0.67 0.94
S -0.62 -1.08 -0.97
N -1.31 2.46 -0.18
C 0.92 -1.37 -0.02
C 1.99 1.12 -0.58
H -2.51 -1.72 1.03
H 1.43 -1.98 -0.72
C -1.61 -0.12 0.08
H 2.61 0.76 -1.42
C -1.45 1.31 -0.10
H 0.80 -2.12 0.77
H 1.00 1.42 -0.91
S 1.91 -0.06 0.72
H 2.44 2.04 -0.10
*
```

Computed properties:
DFT total energy, eV: -28457.5148
Energy relative to the best compared isomer or geometry (same formula, charge and spin), kcal/mol: 31.2
HOMO energy, eV: -8.90
Frontier orbital gap, eV: 8.8